No. 1
{
  "formula": "C30H47GdN3O7P2",
  "method": "ωB97M-V/def2-TZVPD",
  "charge": 1,
  "orbital_gap_ev": [5.41, 5.79],
  "e_homo_ev": [-9.9, -10.5],
  "multiplicity": 8,
  "species": ["Gd", "C", "C", "C", "C", "C", "C", "H", "H", "H", "C", "H", "H", "H", "C", "H", "H", "H", "C", "H", "H", "H", "C", "H", "H", "H", "C", "C", "C", "C", "C", "C", "C", "C", "H", "H", "H", "H", "H", "H", "H", "H", "H", "H", "H", "H", "P", "C", "H", "H", "H", "C", "H", "H", "H", "C", "H", "H", "H", "P", "C", "H", "H", "H", "C", "H", "H", "H", "C", "H", "H", "H", "O", "N", "O", "C", "C", "C", "C", "O", "C", "C", "N", "O", "O", "N", "O", "O", "H", "H"],
  "xyz": [[1.289, -0.104, -0.773], [1.597, 1.256, 2.518], [2.758, 1.146, 1.705], [1.599, 3.027, 1.053], [0.890, 2.418, 2.119], [2.708, 2.196, 0.736], [1.260, 0.397, 3.675], [1.795, -0.558, 3.633], [0.186, 0.171, 3.709], [1.532, 0.891, 4.620], [-0.309, 2.983, 2.775], [-0.631, 2.356, 3.615], [-1.153, 3.075, 2.076], [-0.100, 3.991, 3.165], [1.337, 4.357, 0.467], [2.220, 5.005, 0.580], [0.495, 4.849, 0.966], [1.102, 4.304, -0.602], [3.659, 2.380, -0.390], [4.651, 2.694, -0.032], [3.287, 3.134, -1.095], [3.816, 1.442, -0.957], [3.903, 0.236, 1.953], [4.610, 0.666, 2.686], [4.477, 0.043, 1.039], [3.570, -0.725, 2.363], [0.225, -2.206, -0.563], [1.075, -1.983, 0.536], [2.360, -2.757, 0.737], [3.546, -2.344, -0.176], [3.230, -1.310, -1.243], [2.337, -1.590, -2.279], [1.758, -2.996, -2.465], [0.487, -3.244, -1.630], [2.165, -3.835, 0.612], [3.967, -3.262, -0.618], [2.658, -2.638, 1.792], [0.522, -4.247, -1.175], [-0.848, -2.043, -0.382], [0.576, -1.635, 1.469], [-0.387, -3.259, -2.298], [1.520, -3.160, -3.530], [2.330, -0.970, -3.196], [2.503, -3.772, -2.226], [4.351, -1.950, 0.455], [3.971, -0.507, -1.378], [-1.694, -2.436, 2.497], [-2.761, -1.138, 3.245], [-3.796, -1.228, 2.881], [-2.367, -0.159, 2.925], [-2.716, -1.196, 4.344], [-2.916, -3.599, 1.785], [-3.882, -3.485, 2.294], [-2.547, -4.629, 1.892], [-3.054, -3.377, 0.718], [-1.148, -3.368, 3.969], [-0.316, -4.017, 3.664], [-1.970, -3.982, 4.358], [-0.786, -2.680, 4.744], [-0.319, -0.356, -3.941], [0.661, 0.864, -4.887], [0.602, 0.680, -5.968], [1.705, 0.767, -4.557], [0.331, 1.883, -4.645], [-0.556, -1.760, -5.087], [0.399, -2.275, -5.261], [-0.989, -1.443, -6.046], [-1.231, -2.480, -4.598], [-1.965, 0.425, -3.926], [-2.487, 0.277, -4.881], [-1.874, 1.498, -3.717], [-2.548, -0.031, -3.112], [-4.215, 5.083, 1.013], [-4.536, 3.877, 1.054], [-5.536, 3.462, 1.674], [-3.706, 2.919, 0.362], [-2.568, 3.354, -0.329], [-1.623, 2.400, -0.714], [-1.776, 1.055, -0.232], [-0.772, 0.323, 0.095], [-3.121, 0.626, -0.019], [-4.043, 1.557, 0.440], [-3.460, -0.772, -0.207], [-4.438, -1.227, 0.425], [-2.778, -1.465, -1.006], [-0.553, 2.749, -1.594], [-0.608, 3.823, -2.209], [0.432, 1.923, -1.805], [-2.387, 4.401, -0.556], [-4.984, 1.233, 0.872]],
  "atomic_forces_ev_per_a": [[-1.6, 6.9, 0.6], [-1.2, 1.4, 0.4], [0.8, 1.2, -2.5], [-1.5, -0.2, 1.3], [0.7, 0.0, -0.4], [1.1, -2.8, 1.0], [-0.1, -0.4, 0.1], [-0.1, 0.1, 0.1], [0.2, 0.1, 0.0], [-0.1, -0.1, -0.2], [-0.5, 0.3, 0.2], [0.0, 0.2, -0.2], [0.1, 0.0, 0.2], [-0.2, -0.3, 0.0], [-0.2, 0.4, 0.0], [-0.2, -0.1, -0.1], [0.2, -0.1, -0.1], [0.2, 0.1, 0.1], [0.4, 0.3, -0.3], [-0.2, 0.0, -0.2], [0.2, -0.2, 0.1], [0.1, 0.4, 0.2], [0.4, -0.3, 0.1], [-0.3, -0.1, -0.2], [-0.1, 0.1, 0.2], [0.2, 0.2, -0.1], [0.1, -2.9, 1.9], [-1.5, -2.5, 0.2], [0.2, 0.0, 0.3], [0.4, 0.0, 0.4], [1.2, -2.2, -2.2], [2.7, -2.4, -0.7], [-0.1, -0.2, -0.2], [-0.2, -0.1, -0.4], [-0.1, 0.3, -0.1], [-0.2, 0.4, -0.2], [0.0, 0.0, -0.4], [0.0, 0.2, 0.0], [0.7, 0.6, -0.2], [0.2, 0.2, -0.8], [0.2, 0.1, 0.2], [0.1, 0.2, 0.4], [0.0, 0.1, 0.8], [0.0, 0.4, 0.0], [-0.2, -0.1, -0.2], [-0.6, -0.1, 0.1], [0.3, 0.2, -0.2], [-0.1, 0.3, 0.0], [0.3, 0.1, 0.3], [-0.2, -0.2, 0.2], [-0.2, 0.1, -0.4], [-0.2, -0.1, -0.2], [0.2, -0.2, -0.1], [-0.1, 0.3, -0.1], [0.0, -0.2, 0.3], [0.1, -0.3, 0.1], [-0.2, 0.1, 0.2], [0.3, 0.1, 0.1], [-0.1, -0.2, -0.2], [0.1, 0.3, 0.8], [0.3, -0.1, -0.2], [0.0, 0.2, 0.2], [-0.1, 0.2, -0.3], [0.1, -0.3, -0.1], [0.0, -0.2, 0.0], [-0.3, 0.2, -0.1], [0.1, -0.1, 0.2], [0.1, 0.2, -0.2], [-0.4, -0.1, 0.1], [0.0, 0.2, 0.2], [0.0, -0.2, -0.1], [0.0, 0.1, -0.3], [-0.2, -2.3, -0.1], [-1.8, 2.0, 1.1], [2.0, 0.4, -1.2], [0.8, -0.2, -0.2], [-0.3, -0.2, -0.1], [-0.4, 0.1, 0.1], [2.2, -1.2, 0.3], [-2.0, 0.8, -0.7], [-0.5, 0.7, 0.2], [0.5, -0.5, -0.3], [-0.8, -2.2, 0.5], [1.8, 1.1, -1.4], [-1.3, 1.7, 1.5], [1.4, 0.5, -1.2], [0.1, -2.0, 1.2], [-2.3, 2.1, 0.6], [-0.2, -0.1, 0.2], [0.0, 0.1, -0.2]]
}

***

No. 2
{
  "formula": "C46H60OP2PdSi",
  "method": "ωB97M-V/def2-TZVPD",
  "relative_energy_kcal_mol": 0.00,
  "charge": -2,
  "orbital_gap_ev": 3.94,
  "e_homo_ev": 0.5,
  "species": ["Pd", "C", "Si", "C", "C", "C", "C", "C", "C", "P", "C", "C", "C", "C", "C", "C", "C", "C", "C", "C", "C", "C", "C", "C", "C", "C", "C", "C", "P", "C", "C", "C", "C", "C", "C", "C", "C", "C", "C", "C", "C", "H", "H", "H", "H", "H", "H", "H", "H", "H", "H", "H", "H", "H", "H", "H", "H", "H", "H", "H", "H", "H", "H", "H", "H", "H", "H", "H", "H", "H", "H", "H", "H", "H", "H", "H", "H", "H", "H", "H", "H", "H", "H", "H", "H", "H", "H", "H", "H", "H", "H", "H", "H", "H", "H", "H", "O", "C", "C", "C", "C", "C", "C", "C", "C", "C", "H", "H", "H", "H", "H"],
  "xyz": [[-0.411, 0.135, 0.347], [2.099, -2.323, -1.061], [0.710, -0.972, -1.298], [1.549, 0.051, -2.724], [2.478, -0.545, -3.584], [3.359, 0.184, -4.369], [3.365, 1.565, -4.256], [2.451, 2.187, -3.418], [1.499, 1.467, -2.690], [0.359, 2.284, -1.492], [0.537, 4.157, -1.840], [1.674, 4.707, -0.963], [1.586, 6.230, -0.831], [1.563, 6.912, -2.198], [0.433, 6.354, -3.063], [0.584, 4.837, -3.220], [-1.364, 1.886, -2.161], [-2.374, 1.951, -0.998], [-2.990, 3.326, -0.778], [-3.677, 3.797, -2.059], [-2.656, 3.883, -3.191], [-1.947, 2.542, -3.423], [-0.567, -2.171, -2.158], [-0.246, -2.886, -3.317], [-0.982, -3.981, -3.746], [-2.061, -4.407, -2.981], [-2.430, -3.681, -1.860], [-1.733, -2.534, -1.461], [-2.392, -1.400, -0.145], [-4.266, -1.772, -0.479], [-5.128, -0.937, 0.469], [-6.628, -1.153, 0.220], [-6.972, -1.217, -1.281], [-5.862, -0.584, -2.116], [-4.559, -1.372, -1.945], [-2.200, -2.461, 1.413], [-0.877, -3.243, 1.404], [-0.522, -3.844, 2.767], [0.170, -2.861, 3.739], [0.037, -1.369, 3.407], [-2.446, -1.688, 2.725], [2.115, -3.071, -1.863], [1.954, -2.858, -0.119], [3.080, -1.840, -1.021], [2.549, -1.628, -3.609], [4.060, -0.320, -5.027], [4.088, 2.161, -4.804], [2.522, 3.257, -3.316], [-0.384, 4.506, -1.356], [2.648, 4.436, -1.388], [1.614, 4.243, 0.024], [2.424, 6.609, -0.236], [0.667, 6.481, -0.292], [2.518, 6.734, -2.706], [1.457, 7.996, -2.082], [0.433, 6.839, -4.045], [-0.529, 6.580, -2.588], [1.538, 4.659, -3.718], [-0.181, 4.450, -3.888], [-1.229, 0.823, -2.388], [-1.855, 1.589, -0.093], [-3.186, 1.244, -1.204], [-2.221, 4.044, -0.478], [-3.708, 3.274, 0.045], [-4.161, 4.769, -1.915], [-4.462, 3.078, -2.326], [-1.939, 4.661, -2.929], [-3.145, 4.197, -4.121], [-1.179, 2.636, -4.197], [-2.700, 1.848, -3.820], [0.618, -2.580, -3.898], [-0.704, -4.515, -4.649], [-2.621, -5.293, -3.264], [-3.285, -4.028, -1.289], [-4.533, -2.825, -0.312], [-4.869, 0.120, 0.351], [-4.911, -1.194, 1.505], [-7.194, -0.349, 0.703], [-6.937, -2.086, 0.701], [-7.931, -0.728, -1.477], [-7.080, -2.261, -1.594], [-5.718, 0.454, -1.801], [-6.147, -0.560, -3.172], [-3.725, -0.769, -2.327], [-4.595, -2.267, -2.570], [-3.012, -3.203, 1.369], [-0.078, -2.583, 1.056], [-0.957, -4.044, 0.667], [0.140, -4.702, 2.612], [-1.436, -4.246, 3.221], [1.245, -3.071, 3.731], [-0.159, -3.070, 4.761], [0.534, -1.179, 2.454], [0.592, -0.800, 4.160], [-3.348, -1.085, 2.613], [-2.669, -2.432, 3.497], [-0.312, 2.772, 2.338], [-0.693, 1.617, 2.345], [-1.268, 0.486, 2.390], [-1.373, -0.714, 3.279], [-1.877, -0.311, 4.681], [-2.069, -1.261, 5.689], [-2.533, -0.908, 6.948], [-2.828, 0.417, 7.239], [-2.646, 1.374, 6.251], [-2.178, 1.015, 4.994], [-1.861, -2.303, 5.492], [-2.668, -1.672, 7.706], [-3.194, 0.697, 8.220], [-2.871, 2.413, 6.461], [-2.035, 1.766, 4.228]],
  "atomic_forces_ev_per_a": [[0.5, -0.6, -0.2], [-0.1, 0.1, 0.0], [-0.2, -0.3, 0.0], [0.0, 0.1, 0.2], [0.0, 0.0, -0.1], [0.0, 0.0, 0.0], [0.1, -0.1, 0.0], [0.0, 0.1, 0.0], [0.1, -0.2, -0.1], [-0.3, 0.4, -0.1], [0.2, -0.2, 0.0], [-0.1, 0.1, 0.1], [0.1, 0.0, -0.1], [-0.1, 0.0, 0.1], [0.1, 0.0, 0.0], [-0.1, 0.1, 0.1], [0.1, 0.0, 0.0], [0.2, 0.1, 0.0], [0.0, -0.1, -0.1], [0.1, 0.0, 0.0], [-0.1, -0.1, 0.0], [0.1, 0.1, 0.0], [0.1, 0.0, 0.0], [-0.1, 0.0, -0.1], [0.0, 0.0, 0.0], [0.0, 0.0, 0.0], [0.0, 0.0, 0.0], [0.0, -0.1, -0.2], [0.0, -0.2, 0.2], [0.2, 0.2, 0.0], [-0.1, -0.1, 0.0], [0.0, 0.0, 0.0], [0.0, 0.0, 0.0], [0.0, -0.1, 0.0], [0.0, 0.1, 0.0], [0.1, 0.1, -0.1], [-0.1, -0.1, 0.1], [0.0, 0.1, 0.0], [-0.1, 0.0, 0.0], [0.0, -0.1, 0.0], [0.0, 0.0, -0.1], [0.1, 0.0, 0.0], [-0.1, 0.0, 0.0], [0.0, 0.0, 0.0], [0.0, 0.0, 0.0], [0.0, 0.0, 0.0], [0.0, 0.0, 0.0], [0.0, 0.0, 0.0], [0.0, 0.0, 0.0], [0.0, 0.0, 0.0], [0.0, 0.0, 0.0], [0.0, 0.0, 0.0], [0.0, 0.0, 0.0], [0.0, 0.0, 0.0], [0.0, 0.0, 0.0], [0.0, 0.0, 0.0], [0.0, 0.0, 0.0], [0.0, 0.0, 0.0], [0.0, 0.0, 0.0], [0.0, 0.0, 0.0], [-0.6, 0.3, -0.2], [0.0, -0.1, 0.0], [0.0, 0.0, 0.0], [0.0, 0.0, 0.0], [0.0, 0.0, 0.0], [0.0, 0.0, 0.0], [0.0, 0.0, 0.0], [0.0, 0.0, 0.0], [0.0, 0.0, 0.0], [0.0, 0.0, 0.0], [0.0, 0.0, 0.0], [0.0, 0.0, 0.0], [0.0, 0.0, 0.0], [0.0, 0.0, 0.0], [0.0, 0.0, 0.0], [0.0, 0.0, 0.0], [0.0, 0.0, 0.0], [0.0, 0.0, 0.0], [0.0, 0.0, 0.0], [0.0, 0.0, 0.0], [0.0, 0.0, 0.0], [0.0, 0.0, 0.0], [0.0, 0.1, 0.0], [0.0, 0.0, 0.0], [0.0, 0.0, 0.0], [0.0, 0.0, 0.0], [0.0, 0.0, 0.0], [0.0, 0.0, 0.0], [0.0, 0.0, 0.0], [0.0, 0.0, 0.0], [0.0, 0.0, 0.0], [0.1, 0.0, 0.0], [0.0, 0.0, 0.0], [0.0, 0.0, 0.0], [0.0, 0.0, 0.1], [0.0, 0.0, 0.0], [0.0, -0.2, -0.1], [-0.3, 0.2, 0.5], [0.4, 0.2, 0.1], [-0.1, 0.1, 0.0], [0.0, 0.0, 0.0], [0.0, 0.0, 0.0], [0.0, 0.0, 0.0], [0.0, 0.0, 0.0], [0.0, 0.0, 0.1], [0.0, 0.0, 0.0], [0.0, 0.0, 0.0], [0.0, 0.0, 0.0], [0.0, 0.0, 0.0], [0.0, 0.0, 0.0], [0.0, 0.0, 0.0]]
}

***

No. 3
{
  "formula": "C16H20O2",
  "method": "ωB97M-V/def2-TZVPD",
  "relative_energy_kcal_mol": 96.41,
  "orbital_gap_ev": 8.92,
  "smiles": "CCc1ccc(O)cc1.CCc1ccc(O)cc1",
  "e_homo_ev": -8.4,
  "species": ["C", "C", "C", "C", "C", "C", "C", "C", "O", "H", "H", "H", "H", "H", "H", "H", "H", "H", "H", "C", "C", "C", "C", "C", "C", "C", "C", "O", "H", "H", "H", "H", "H", "H", "H", "H", "H", "H"],
  "xyz": [[-1.208, -2.002, 3.579], [-0.054, -2.921, 3.121], [-1.233, -0.905, 2.672], [-2.198, -0.737, 1.644], [-0.533, 0.182, 3.197], [-2.296, 0.485, 1.041], [-0.714, 1.417, 2.602], [-1.594, 1.582, 1.549], [-1.646, 2.766, 0.856], [-2.228, -2.490, 3.528], [-1.075, -1.983, 4.603], [0.835, -2.835, 3.806], [-2.867, -1.527, 1.533], [0.394, 0.032, 3.746], [-3.049, 0.488, 0.208], [-0.009, 2.146, 3.071], [-1.276, 3.416, 1.491], [0.329, -2.640, 2.045], [-0.319, -3.952, 3.295], [0.410, -1.104, -3.531], [1.504, -2.083, -3.181], [0.747, 0.277, -2.893], [1.335, 1.399, -3.556], [0.524, 0.339, -1.503], [1.578, 2.566, -2.974], [1.037, 1.511, -0.903], [1.402, 2.634, -1.587], [1.818, 3.756, -0.903], [0.600, -1.156, -4.595], [-0.489, -1.592, -3.161], [1.364, -3.026, -3.796], [1.367, 1.154, -4.622], [-0.184, -0.377, -1.105], [1.701, 3.497, -3.641], [1.008, 1.502, 0.173], [0.979, 4.005, -0.328], [1.558, -2.122, -2.073], [2.483, -1.704, -3.407]],
  "atomic_forces_ev_per_a": [[-1.1, -4.9, -2.0], [1.6, 0.1, -0.6], [-1.5, 3.2, 1.3], [2.6, 0.6, 2.6], [0.5, 0.1, -2.7], [-1.5, 0.1, -1.1], [1.3, 0.3, 1.3], [0.3, -0.3, -1.1], [0.1, 0.7, 1.1], [1.1, -0.2, -0.3], [0.3, 1.7, 2.2], [-0.7, 0.5, -0.7], [-1.0, -1.2, -0.9], [-0.6, -0.1, 0.8], [1.0, 0.9, 0.8], [-1.0, 0.3, -1.1], [-0.4, -0.2, -0.8], [-0.9, -1.1, 2.0], [-0.1, -0.6, -0.7], [1.7, 0.9, -0.2], [0.5, -0.9, 1.1], [-0.5, -0.9, 1.0], [-1.7, -4.5, -1.8], [0.6, 1.8, -2.6], [-0.1, 3.5, -0.3], [-1.6, -1.5, 1.2], [1.5, -0.3, -0.5], [-3.2, 1.1, 1.7], [-1.4, 0.8, -0.7], [-0.5, 0.7, -0.4], [0.2, 0.7, 1.4], [0.4, 1.0, 0.0], [0.6, -0.1, 0.8], [0.3, -1.5, 1.5], [0.0, 0.5, 0.4], [2.8, -0.5, -1.5], [-0.2, -1.1, -0.5], [0.5, 0.4, -0.6]]
}

***

No. 4
{
  "formula": "C7H15BN2",
  "method": "ωB97M-V/def2-TZVPD",
  "relative_energy_kcal_mol": 0.00,
  "orbital_gap_ev": 10.38,
  "smiles": "CC(C)NBC#N.C=CC",
  "e_homo_ev": -9.8,
  "species": ["B", "C", "C", "C", "C", "C", "C", "C", "N", "N", "H", "H", "H", "H", "H", "H", "H", "H", "H", "H", "H", "H", "H", "H", "H"],
  "xyz": [[1.321, -1.253, -0.251], [2.520, -1.725, 0.525], [-2.593, 0.129, 0.238], [-2.721, -2.325, -0.124], [2.782, 1.679, -1.129], [2.352, 0.971, 1.435], [-2.991, -0.921, -0.463], [1.752, 1.223, -0.022], [3.368, -2.334, 1.030], [0.991, 0.075, -0.492], [0.394, -1.973, -0.533], [-2.083, 0.169, 1.250], [0.146, 0.489, -0.853], [-2.667, 1.155, -0.037], [-2.903, -2.408, 1.047], [-1.638, -2.671, -0.435], [-3.340, -3.044, -0.629], [3.425, 0.916, -1.489], [2.407, 2.222, -1.989], [3.478, 2.390, -0.724], [1.970, 1.809, 2.126], [3.363, 1.031, 1.366], [2.068, 0.062, 2.004], [-3.434, -0.765, -1.503], [1.180, 2.069, 0.068]],
  "atomic_forces_ev_per_a": [[-3.0, 0.9, -0.8], [1.7, -1.6, 0.5], [0.9, 0.5, 1.8], [1.6, -1.2, 2.4], [0.1, 0.3, 1.2], [-3.5, 1.5, 0.6], [0.0, 0.8, -2.2], [3.0, -1.6, 0.0], [-0.7, 0.8, -0.4], [0.5, 1.1, 0.7], [0.8, -0.3, -0.1], [-0.6, -1.1, -1.1], [-0.4, -1.4, -0.4], [-0.6, 0.5, -0.9], [0.8, -0.3, -2.4], [-1.9, 0.9, 0.9], [-0.6, -0.1, -0.1], [0.3, -1.2, -0.3], [-0.9, -0.3, -0.1], [0.3, 0.5, 0.7], [0.8, -1.0, -1.1], [3.1, 0.1, 0.2], [0.0, 0.4, -1.0], [0.5, 0.1, 1.5], [-2.1, 1.6, 0.3]]
}

***

What did the fourth record say?
{
  "formula": "C7H15BN2",
  "method": "ωB97M-V/def2-TZVPD",
  "relative_energy_kcal_mol": 0.00,
  "orbital_gap_ev": 10.38,
  "smiles": "CC(C)NBC#N.C=CC",
  "e_homo_ev": -9.8,
  "species": ["B", "C", "C", "C", "C", "C", "C", "C", "N", "N", "H", "H", "H", "H", "H", "H", "H", "H", "H", "H", "H", "H", "H", "H", "H"],
  "xyz": [[1.321, -1.253, -0.251], [2.520, -1.725, 0.525], [-2.593, 0.129, 0.238], [-2.721, -2.325, -0.124], [2.782, 1.679, -1.129], [2.352, 0.971, 1.435], [-2.991, -0.921, -0.463], [1.752, 1.223, -0.022], [3.368, -2.334, 1.030], [0.991, 0.075, -0.492], [0.394, -1.973, -0.533], [-2.083, 0.169, 1.250], [0.146, 0.489, -0.853], [-2.667, 1.155, -0.037], [-2.903, -2.408, 1.047], [-1.638, -2.671, -0.435], [-3.340, -3.044, -0.629], [3.425, 0.916, -1.489], [2.407, 2.222, -1.989], [3.478, 2.390, -0.724], [1.970, 1.809, 2.126], [3.363, 1.031, 1.366], [2.068, 0.062, 2.004], [-3.434, -0.765, -1.503], [1.180, 2.069, 0.068]],
  "atomic_forces_ev_per_a": [[-3.0, 0.9, -0.8], [1.7, -1.6, 0.5], [0.9, 0.5, 1.8], [1.6, -1.2, 2.4], [0.1, 0.3, 1.2], [-3.5, 1.5, 0.6], [0.0, 0.8, -2.2], [3.0, -1.6, 0.0], [-0.7, 0.8, -0.4], [0.5, 1.1, 0.7], [0.8, -0.3, -0.1], [-0.6, -1.1, -1.1], [-0.4, -1.4, -0.4], [-0.6, 0.5, -0.9], [0.8, -0.3, -2.4], [-1.9, 0.9, 0.9], [-0.6, -0.1, -0.1], [0.3, -1.2, -0.3], [-0.9, -0.3, -0.1], [0.3, 0.5, 0.7], [0.8, -1.0, -1.1], [3.1, 0.1, 0.2], [0.0, 0.4, -1.0], [0.5, 0.1, 1.5], [-2.1, 1.6, 0.3]]
}